Record 1
Computed, not measured: C29H35KN6O2S3Se as an isolated structure, with ωB97M-V with the def2-TZVPD basis set.

Structure (ORCA input):
```
! RIJCOSX wB97M-V def2-TZVPD def2/J DEFGRID3
* xyz -2 1
Se 4.08 -5.34 1.81
K 0.61 -0.95 0.67
S -1.48 1.04 -5.07
S -2.31 0.24 -7.82
S 0.38 0.72 -2.71
O -3.91 -1.28 0.40
O -1.68 -0.93 0.21
N 1.96 -3.39 1.07
N -0.22 -0.69 -6.30
N -2.02 1.66 -0.14
N -3.13 0.82 0.23
N -2.10 -2.68 3.21
N 0.44 -0.63 -5.06
C 0.24 4.16 0.91
C 1.68 2.67 4.11
C 0.44 -1.33 6.45
C -3.55 -2.94 2.94
C 2.39 3.24 1.34
C 0.52 4.20 -0.45
C -0.63 3.49 3.61
C 0.86 -2.84 -6.63
C -0.09 0.25 -4.26
C -1.25 -3.27 2.13
C 1.39 -3.82 -7.46
C -2.90 -0.56 0.22
C 0.69 -0.81 3.60
C 0.31 -1.68 -7.19
C 1.74 3.75 -0.95
C 0.85 -2.50 -9.38
C 1.39 -3.66 -8.84
C -0.54 -1.07 4.25
C 0.31 -1.51 -8.57
C 2.80 -4.15 1.36
C -1.29 0.10 -6.50
C 1.69 -1.11 5.86
C 2.66 3.26 -0.03
C 1.17 3.70 1.84
C 0.86 3.70 3.33
C -1.79 -1.20 3.42
C -0.67 -1.31 5.63
C 2.07 3.83 -2.42
C 1.79 -0.85 4.50
H 1.36 2.65 5.15
H -0.10 -0.61 -8.99
H -0.74 4.48 1.24
H -2.42 2.54 -0.47
H -4.13 -2.57 3.78
H -1.39 -4.35 2.10
H -3.82 -2.42 2.02
H -0.21 -3.04 2.32
H 2.75 2.89 4.09
H 3.14 2.85 2.01
H 1.52 1.67 3.70
H -1.66 -1.45 6.07
H -3.69 -4.01 2.83
H -0.98 2.57 3.12
H -1.83 -3.12 4.08
H -0.80 3.39 4.68
H 1.16 3.74 -3.02
H -1.25 4.31 3.25
H 1.82 -4.71 -7.01
H -1.68 -0.75 2.43
H 0.88 -2.94 -5.56
H 2.73 3.02 -2.71
H 3.61 2.87 -0.39
H -4.00 1.04 -0.22
H -0.24 4.55 -1.15
H 1.13 4.70 3.71
H -1.56 -2.81 1.18
H 1.80 -4.42 -9.48
H 0.35 -1.50 7.51
H -2.67 -0.77 3.92
H 0.85 -2.35 -10.46
H -1.57 1.25 -0.96
H 2.58 -1.14 6.48
H 2.79 -0.68 4.10
H 2.55 4.78 -2.65
*
```

Output
total energy	-5801.0781	Eh
M	713.90	Da
lowest unoccupied orbital energy	3.867	eV
energy above the lowest of the compared OMol25 structures with the same formula, charge and spin	0.913	eV
orbital gap	6.35	eV

Record 2
Computed, not measured: a 3-piece molecular cluster, C29H36Br2F9N3O7 overall, with ωB97M-V with the def2-TZVPD basis set.

Structure (ORCA input):
```
! RIJCOSX wB97M-V def2-TZVPD def2/J DEFGRID3
* xyz 0 1
Br -2.69 -3.38 -1.69
Br -4.20 -4.97 0.87
F -2.02 -5.54 -5.54
F -2.31 -2.56 0.93
F -1.83 -5.02 -3.46
F -5.26 -2.51 1.56
F 7.37 1.25 -2.25
F 6.22 -0.58 -2.26
F -5.64 -3.14 -0.66
F -3.12 -6.65 -4.05
F 5.40 1.21 -1.38
O -0.51 -7.29 -2.87
O -0.18 -7.56 -5.09
O 8.07 -0.85 -0.33
O -6.78 4.95 2.24
O -3.84 7.24 -0.43
O 6.87 0.62 0.89
O 2.56 0.40 1.91
N -4.85 6.29 1.59
N -1.67 4.80 -1.41
N -2.73 4.86 3.62
C 1.27 1.21 -1.69
C 7.93 -2.28 1.63
C 1.80 0.29 -0.46
C -0.77 -7.05 -4.17
C 1.27 0.46 2.56
C -3.30 -2.36 -0.07
C -3.39 1.67 0.56
C -5.63 5.03 1.76
C -4.06 6.27 0.32
C -4.67 -3.07 0.39
C -1.93 -6.06 -4.31
C 7.14 0.11 -0.16
C 0.19 2.31 -1.22
C -3.66 4.73 0.24
C 2.57 1.15 0.67
C -1.25 1.59 -1.14
C -3.49 -0.81 -0.50
C -2.37 2.43 -0.38
C -4.10 6.79 2.78
C -3.32 0.08 0.82
C -3.75 5.68 3.87
C -4.65 3.94 1.14
C -4.55 2.42 1.31
C -2.55 3.99 -0.53
C 6.53 0.50 -1.51
C 0.53 -8.24 -2.60
C 8.76 -1.27 0.86
C 1.13 1.72 3.58
C 1.89 -7.58 -2.69
H -4.61 7.66 3.32
H -4.27 5.54 4.88
H 7.00 -1.84 1.99
H 0.90 -0.28 -0.05
H 1.94 -6.71 -2.02
H -2.13 5.72 -1.54
H -3.09 7.18 2.38
H -4.18 -0.22 1.53
H 0.49 2.89 -0.29
H 3.63 1.35 0.25
H 8.49 -2.66 2.49
H 9.02 -0.41 1.48
H -4.52 -0.68 -1.00
H 2.10 -7.21 -3.70
H 2.10 2.16 0.89
H 2.15 1.68 -2.28
H -2.71 -0.62 -1.31
H 2.10 1.97 4.13
H 0.38 0.53 1.86
H -2.35 -0.10 1.40
H -0.85 5.01 -0.81
H 2.68 -8.28 -2.41
H 0.70 2.61 3.01
H 0.12 3.06 -2.10
H -1.54 1.23 -2.18
H 0.32 1.40 4.34
H 0.37 -8.61 -1.59
H 9.69 -1.73 0.54
H -1.09 0.63 -0.51
H -2.60 4.22 4.42
H 7.66 -3.12 0.99
H 1.12 -0.50 3.18
H 0.46 -9.10 -3.28
H -5.31 1.88 1.97
H 0.77 0.47 -2.42
H 2.54 -0.49 -0.87
*
```

Output
total energy	-7864.1457	Eh
M	869.41	Da
lowest unoccupied orbital energy	-0.771	eV
orbital gap	8.12	eV
SMILES	[H]/N=C/CN1C(=O)c2cc(CC[C@](F)(Br)C(F)(F)Br)c(CCCCCOCC)c(N)c2C1=O.CCOC(=O)C(F)(F)F.CCOC(=O)C(F)(F)F

Record 3
Computed, not measured: C29H36HgN9O5 as an isolated structure, with ωB97M-V with the def2-TZVPD basis set.

Structure (ORCA input):
```
! RIJCOSX wB97M-V def2-TZVPD def2/J DEFGRID3
* xyz -2 2
Hg 0.80 -0.18 -1.16
O -3.77 -1.10 -1.43
O -1.81 -0.03 -1.24
O 2.56 -1.00 -2.99
O -1.71 -0.45 1.73
O 2.83 -1.40 -5.21
N -4.04 -0.67 1.36
N 0.77 -1.52 -4.33
N 2.49 -1.59 0.93
N -0.46 -2.25 -0.48
N 2.19 2.32 -0.33
N -3.19 1.41 0.89
N -3.33 0.71 3.16
N -0.06 2.06 -2.77
N -0.12 -1.04 -3.35
C 0.82 -3.75 3.41
C -2.70 -3.29 0.07
C -0.15 5.41 -3.77
C -2.30 4.73 -2.92
C 3.63 0.29 -0.09
C 2.33 1.07 -0.40
C 1.79 -4.72 3.64
C -2.80 6.00 -3.17
C 3.36 -0.60 1.12
C 2.30 -2.56 1.88
C 4.82 1.19 0.10
C -3.15 0.32 1.80
C 1.07 -2.69 2.55
C -1.86 -2.41 -0.87
C 5.37 1.43 1.32
C -2.77 -2.87 1.54
C -0.14 1.40 1.94
C -1.98 6.98 -3.71
C -3.98 -2.01 1.93
C 3.03 -4.59 3.01
C 2.18 -1.27 -4.15
C 4.94 0.73 2.47
C 3.28 -3.54 2.15
C -0.46 3.11 -3.00
C 3.98 -0.29 2.35
C -0.49 -0.06 1.74
C -2.53 -1.06 -1.20
C -0.98 4.44 -3.23
C -0.65 6.68 -4.01
H 3.70 -0.88 3.21
H -1.85 -2.37 1.84
H -2.95 1.07 -0.04
H -2.26 -4.30 0.03
H 1.59 -5.56 4.30
H -3.15 -0.09 3.76
H -0.01 7.45 -4.44
H -2.67 1.43 3.41
H 0.88 5.17 -3.99
H -3.70 -3.36 -0.37
H 5.17 1.72 -0.78
H 6.17 2.16 1.41
H 0.76 1.41 2.55
H 0.07 -3.10 -0.59
H -0.86 -1.70 -3.20
H 0.18 1.76 0.96
H -4.89 -2.51 1.61
H 0.50 -1.32 -5.28
H 5.40 0.93 3.43
H -0.15 -3.83 3.89
H 0.33 -1.91 2.40
H -2.92 3.95 -2.50
H -3.83 6.23 -2.93
H -2.37 7.97 -3.91
H -0.87 2.09 2.38
H 4.24 -3.45 1.66
H -0.36 -1.95 0.49
H -2.52 2.12 1.14
H 3.75 -0.35 -0.97
H 3.07 2.74 -0.01
H 3.80 -5.33 3.19
H -4.04 -1.95 3.03
H -4.06 -0.73 0.34
H -1.86 -2.94 -1.83
H -0.52 -0.14 -3.58
H -2.84 -3.78 2.15
*
```

Output
total energy	-2149.0019	Eh
M	791.25	Da
lowest unoccupied orbital energy (alpha / beta)	3.729 / 3.729	eV
energy above the lowest of the compared OMol25 structures with the same formula, charge and spin	1.313	eV
orbital gap (alpha / beta)	3.34 / 5.26	eV

Record 4
Computed, not measured: C29H36IrN8 as an isolated structure, with ωB97M-V with the def2-TZVPD basis set.

Structure (ORCA input):
```
! RIJCOSX wB97M-V def2-TZVPD def2/J DEFGRID3
* xyz -1 5
Ir 0.13 0.05 0.56
N -0.33 -0.85 -2.47
N -0.18 -2.09 -0.66
N -1.06 -1.92 2.73
N -0.44 -1.20 5.19
N -1.48 -0.17 4.64
N 0.01 -0.86 2.57
N -2.46 0.47 5.38
N -1.50 -0.07 3.04
C 0.94 0.57 -4.01
C -0.50 -2.20 -2.84
C -0.28 0.28 -3.38
C 0.98 1.69 -4.86
C -0.40 -2.95 -1.75
C -1.34 2.16 -4.41
C 1.32 1.75 0.11
C 3.21 0.01 -0.50
C 0.31 -1.78 4.41
C 1.99 0.26 1.76
C -2.04 -2.37 3.70
C -1.42 1.06 -3.56
C 0.90 1.15 2.30
C -1.38 -3.87 1.48
C 1.32 2.54 -1.17
C -2.31 -4.35 2.39
C 0.50 2.04 1.26
C 0.16 -2.08 0.70
C 2.17 -0.27 -3.79
C -2.62 -3.59 3.49
C 0.39 1.10 3.73
C -0.09 3.68 -6.00
C 2.62 -0.88 2.53
C -0.47 3.16 1.42
C -2.71 0.74 -2.84
C -0.16 -0.84 -1.15
C -0.14 2.49 -5.07
C -0.80 -2.70 1.63
C 2.21 0.63 0.41
H 0.87 1.63 4.36
H -3.30 0.82 4.95
H 4.19 0.00 -0.02
H 1.07 -2.70 4.52
H -2.55 0.67 -1.75
H 0.83 3.68 -6.60
H 1.21 -2.37 0.90
H -3.36 -3.90 4.25
H -0.49 -4.03 -1.59
H -0.69 1.35 3.71
H -1.13 -4.47 0.58
H 1.90 -1.49 3.10
H 2.32 -1.01 -4.59
H -2.23 2.78 -4.56
H -0.13 4.63 -5.45
H 1.93 1.94 -5.35
H -2.80 -5.33 2.24
H -1.28 2.89 2.10
H -2.39 0.47 6.38
H 2.95 -1.02 -0.77
H 3.14 -1.54 1.87
H -3.46 1.52 -3.02
H -0.91 3.42 0.45
H 0.43 0.03 4.09
H 0.04 4.03 1.81
H 3.08 0.37 -3.77
H 2.13 -0.82 -2.85
H 0.30 2.74 -1.54
H 1.81 3.51 -1.01
H -0.93 3.68 -6.69
H 3.29 0.59 -1.42
H -0.69 -2.46 -3.87
H -2.22 -1.73 4.48
H 1.85 2.02 -1.97
H 3.31 -0.44 3.24
H -3.14 -0.23 -3.15
*
```

Output
total energy	-1668.2224	Eh
M	688.88	Da
lowest unoccupied orbital energy (alpha / beta)	2.466 / 2.462	eV
energy above the lowest of the compared OMol25 structures with the same formula, charge and spin	7.819	eV
orbital gap (alpha / beta)	3.31 / 4.63	eV

Record 5
Computed, not measured: C29H36MoN2O12P2S2Si as an isolated structure, with ωB97M-V with the def2-TZVPD basis set.

Structure (ORCA input):
```
! RIJCOSX wB97M-V def2-TZVPD def2/J DEFGRID3
* xyz 0 3
Mo 0.05 0.60 0.16
S 2.16 -0.75 1.73
S -3.45 -0.21 0.49
P 1.48 1.14 -2.38
P 2.10 3.05 -0.27
Si -1.13 2.61 1.14
O 0.70 -0.44 1.87
O 1.47 1.15 -3.96
O 1.51 1.85 0.50
O 3.36 3.53 0.59
O 2.66 -0.42 0.38
O 1.95 -0.33 -2.13
O 0.11 1.47 -1.86
O 1.25 4.17 -0.67
O 2.68 3.40 -2.81
O -3.79 1.18 0.54
O -4.34 -1.04 -0.28
O 2.47 -2.09 2.14
N -0.07 -1.44 -0.40
N -1.90 -0.33 -0.07
C 0.02 3.72 2.27
C 2.16 0.59 4.05
C 4.01 1.14 2.62
C -2.24 -1.50 2.62
C -2.14 1.44 3.57
C -1.42 -1.56 -0.33
C 0.67 -2.55 -0.53
C -2.23 -2.13 3.85
C 4.15 1.74 -1.80
C -2.40 2.33 2.53
C -4.14 2.11 4.71
C 2.76 2.36 -1.86
C 2.87 0.41 2.88
C -4.55 -0.98 2.90
C -3.37 -2.90 5.94
C 4.43 2.09 3.54
C -3.38 -2.19 4.62
C -3.00 1.33 4.65
C -1.29 -3.92 -0.61
C -4.42 3.00 3.69
C 3.71 2.32 4.71
C -4.54 -1.59 4.14
C 0.10 -3.80 -0.62
C -2.07 -2.79 -0.46
C 2.59 1.55 4.96
C -3.55 3.11 2.62
C -3.39 -0.93 2.14
C 4.12 3.40 5.66
C -1.85 3.77 -0.21
H -2.01 4.77 0.19
H 4.13 4.36 5.14
H -5.45 -0.53 2.50
H 4.39 1.28 -2.76
H 3.65 2.91 1.26
H -0.57 4.35 2.93
H 2.26 -0.48 -1.20
H -1.32 -2.58 4.21
H -5.31 3.61 3.73
H -4.80 2.03 5.57
H 4.88 2.52 -1.59
H -1.16 3.85 -1.05
H 5.33 2.67 3.35
H 0.74 -4.67 -0.70
H -4.21 -3.60 6.01
H 0.67 3.11 2.89
H -3.77 3.80 1.82
H -1.32 -1.46 2.06
H 5.12 3.22 6.04
H 2.19 4.13 -2.37
H 4.17 0.99 -1.02
H 1.28 -0.01 4.22
H -5.44 -1.61 4.74
H -3.14 -2.83 -0.43
H 4.56 0.96 1.71
H 3.43 3.46 6.49
H 1.74 -2.43 -0.54
H 2.03 1.70 5.87
H -2.44 -3.45 6.08
H -3.47 -2.19 6.76
H -2.80 3.39 -0.57
H -1.74 -4.89 -0.72
H -1.26 0.81 3.51
H 1.36 2.03 -4.33
H 0.65 4.37 1.67
H -2.78 0.64 5.44
*
```

Output
total energy	-3976.1316	Eh
M	854.72	Da
lowest unoccupied orbital energy (alpha / beta)	-1.178 / -0.711	eV
orbital gap (alpha / beta)	7.21 / 7.65	eV

Record 6
Computed, not measured: a 2-piece molecular cluster, C29H36N3S overall, with ωB97M-V with the def2-TZVPD basis set.

Structure (ORCA input):
```
! RIJCOSX wB97M-V def2-TZVPD def2/J DEFGRID3
* xyz 1 1
S 6.59 -0.29 1.38
N 9.77 -0.16 3.00
N 4.71 -2.15 1.91
N 2.62 -1.04 1.98
C -4.73 3.75 0.14
C 3.32 -2.36 2.16
C -4.23 2.87 -0.83
C 3.81 0.93 2.93
C 1.39 -0.70 2.60
C -2.44 -2.83 -2.09
C -5.41 4.90 -0.22
C 4.96 -0.92 1.69
C 3.50 0.69 0.44
C -5.63 5.21 -1.56
C -4.40 3.24 -2.18
C -0.93 -4.10 -5.31
C -3.02 0.77 -1.37
C 8.66 -0.48 2.96
C -1.38 -3.17 -4.23
C -6.50 6.36 -1.93
C 2.73 -3.35 1.16
C -3.65 1.61 -0.47
C -2.23 -1.44 -2.17
C 0.33 -0.24 1.94
C -2.75 -0.57 -1.15
C 3.13 -2.87 3.60
C -1.56 -0.95 -3.30
C 7.31 -0.86 2.89
C 3.72 -0.05 1.75
C -0.93 0.14 2.62
C -2.04 -3.66 -3.11
C -1.15 -1.80 -4.31
C -5.09 4.38 -2.53
H -1.78 -4.62 -5.76
H -6.63 6.44 -3.01
H 6.74 -0.45 3.73
H -2.25 -4.72 -3.06
H 3.22 -4.32 1.26
H 3.92 0.39 3.87
H 1.66 -3.47 1.32
H -2.97 -3.23 -1.25
H -5.22 4.62 -3.57
H 7.19 -1.95 2.93
H -2.81 1.17 -2.34
H 2.58 1.27 0.47
H -1.36 0.10 -3.37
H 1.33 -0.82 3.67
H -3.79 1.27 0.54
H 2.89 -2.99 0.15
H -0.64 -1.40 -5.17
H -1.31 -0.69 3.22
H -4.61 3.50 1.18
H -5.78 5.56 0.54
H 2.09 -3.07 3.81
H -0.40 -3.57 -6.11
H 4.32 1.37 0.23
H 3.42 -0.02 -0.39
H -4.05 2.58 -2.95
H -3.06 -1.01 -0.22
H 4.67 1.59 2.81
H -6.10 7.31 -1.57
H -1.71 0.41 1.91
H 3.50 -2.13 4.31
H -0.77 0.99 3.28
H 0.39 -0.14 0.87
H -0.25 -4.85 -4.91
H -7.50 6.24 -1.51
H 3.70 -3.79 3.74
H 2.91 1.55 2.99
*
```

Output
total energy	-1688.7943	Eh
M	458.69	Da
lowest unoccupied orbital energy	-5.621	eV
energy above the lowest of the compared OMol25 structures with the same formula, charge and spin	0.000	eV
orbital gap	4.50	eV